No. 1
Here is a structure of composition C15H12Cl2N2O5Pt from OMol25. Energies are from ωB97M-V/def2-TZVPD.

Calculated values
E_LUMO: -2.393 eV
ΔE to the lowest compared entry with this formula, charge and spin: 109.6 kJ/mol
Kohn-Sham gap: 5.656 eV
maximum force: 0.0164 Eh/bohr

```
! RIJCOSX wB97M-V def2-TZVPD def2/J DEFGRID3
* xyz 0 1
Pt -0.067 -0.487 0.095
Cl -0.008 5.151 5.131
C 0.002 3.636 4.277
C 0.198 2.438 5.029
C 0.225 1.238 4.411
Cl 0.452 -0.211 5.322
C 0.080 1.088 2.960
O 0.150 -0.016 2.413
C -0.159 2.327 2.248
C -0.389 2.389 0.881
O -0.457 1.492 -0.016
C -0.172 3.584 2.943
H 0.322 2.499 6.102
H -0.539 3.397 0.481
H -0.321 4.496 2.379
O 2.829 -2.660 0.771
N 1.929 -1.926 0.534
O 0.769 -2.350 0.121
O 1.977 -0.660 0.641
C -4.457 -1.311 -0.115
C -3.958 -0.437 -1.220
C -4.836 0.217 -2.056
C -4.350 1.016 -3.083
C -2.986 1.180 -3.299
C -2.051 0.595 -2.469
C -0.601 0.718 -2.808
C -2.538 -0.217 -1.377
N -1.794 -0.841 -0.483
H -5.534 -1.447 -0.195
H -4.229 -0.876 0.858
H -3.958 -2.280 -0.139
H -5.903 0.091 -1.924
H -5.049 1.505 -3.750
H -2.648 1.770 -4.141
H -0.488 1.200 -3.777
H -0.126 -0.263 -2.842
H -0.071 1.300 -2.056
*
```

No. 2
Here is a structure of composition C30H46N2O2SSeW in a non-equilibrium geometry from OMol25. Energies are from ωB97M-V/def2-TZVPD.

Calculated values
E_LUMO: -14.534 eV
Kohn-Sham gap: 5.133 eV
maximum force: 0.0279 Eh/bohr

```
! RIJCOSX wB97M-V def2-TZVPD def2/J DEFGRID3
* xyz 4 1
W -1.060 0.154 -1.496
C -4.285 2.774 3.842
C -3.027 3.549 3.362
C -3.382 5.012 3.114
C -1.925 3.454 4.467
C -2.444 2.868 2.182
C -2.134 1.442 2.275
C -1.426 0.890 1.281
Se -1.371 -0.984 0.855
C 0.495 -1.483 0.782
C 1.162 -1.906 1.884
C 2.504 -2.379 1.706
C 3.045 -2.361 0.425
C 2.385 -1.956 -0.742
C 1.061 -1.538 -0.523
O 0.210 -1.138 -1.491
C 3.125 -1.990 -2.073
C 2.381 -1.288 -3.212
C 3.327 -3.474 -2.437
C 4.493 -1.301 -1.914
C 3.251 -2.903 2.913
C 4.666 -3.357 2.566
C 3.314 -1.776 3.966
C 2.455 -4.095 3.483
C -1.058 1.629 0.086
O 0.134 1.226 -0.540
C -1.576 2.977 -0.118
C -2.234 3.536 0.946
C -1.440 3.615 -1.481
C -1.846 2.529 -2.493
C -2.408 4.796 -1.657
C -0.001 4.105 -1.737
H -4.718 3.348 4.660
H -4.056 1.784 4.232
H -5.037 2.694 3.057
H -3.762 5.438 4.042
H -4.169 5.126 2.367
H -2.515 5.606 2.823
H -2.359 3.871 5.377
H -1.045 4.039 4.205
H -1.628 2.428 4.683
H -2.502 0.873 3.117
H 0.712 -1.922 2.867
H 4.066 -2.695 0.318
H 1.479 -1.822 -3.520
H 3.040 -1.246 -4.079
H 2.136 -0.249 -2.961
H 2.376 -4.005 -2.512
H 3.950 -3.989 -1.707
H 3.830 -3.535 -3.402
H 4.384 -0.252 -1.635
H 5.013 -1.345 -2.871
H 5.137 -1.787 -1.184
H 5.284 -2.541 2.187
H 4.671 -4.175 1.843
H 5.145 -3.729 3.470
H 3.835 -0.897 3.585
H 3.865 -2.143 4.831
H 2.326 -1.477 4.320
H 2.364 -4.903 2.755
H 1.458 -3.815 3.824
H 2.993 -4.485 4.347
H -2.622 4.540 0.857
H -2.764 1.983 -2.206
H -0.984 1.853 -2.764
H -2.039 2.924 -3.495
H -3.446 4.523 -1.464
H -2.338 5.165 -2.679
H -2.132 5.624 -1.005
H 0.754 3.324 -1.648
H 0.249 4.899 -1.035
H 0.051 4.526 -2.741
C -2.763 -4.528 -4.378
N -2.668 -3.257 -3.626
C -2.332 -2.122 -4.177
N -1.998 -1.999 -5.442
S -2.486 -0.608 -3.233
H -2.885 -5.331 -3.659
H -1.840 -4.695 -4.930
H -3.626 -4.499 -5.044
H -2.989 -3.244 -2.669
H -2.014 -2.797 -6.068
H -1.796 -1.099 -5.851
*
```